Record 1
Here is an isolated molecule of C16H18N4O4S from OMol25. Energies are from the ωB97M-V functional and the def2-TZVPD basis.

Computed properties:
E_HOMO	-9.27	eV
SMILES	Cc1ccc(S(=O)(=O)N(C)CC(=O)O/N=C(\N)c2cccnc2)cc1
frontier orbital gap	0.3592	Eh
relative energy (zero: lowest compared OMol25 entry of this formula, charge and spin)	72.4	kcal/mol
energy	-1538.6289	hartree

Each line ends with the Mulliken charge.
Cartesian coordinates (Å):
1 S -2.26790 1.53789 0.95262  1.4495
2 O 0.39411 1.55138 -0.76850  0.0479
3 O -1.04187 1.75058 1.68535  -0.7885
4 O 1.23589 3.41157 0.17805  -0.5956
5 O -3.47786 1.93431 1.60541  -0.7239
6 N 1.67605 0.92705 -0.75342  -0.8631
7 N 5.19642 -1.37495 1.24668  -0.6287
8 N 1.64244 0.82715 1.60739  -0.2067
9 N -2.15755 2.41970 -0.48449  0.0532
10 C 3.55521 0.09753 0.32601  0.3247
11 C -1.07880 3.37303 -0.50001  -0.8568
12 C 2.20306 0.68582 0.39253  0.7126
13 C -2.42848 -0.19096 0.51051  -0.2711
14 C -2.93055 -4.31876 -0.45636  -1.4800
15 C -2.46142 1.72200 -1.70969  -0.8513
16 C -1.32083 -0.95632 0.20471  0.0639
17 C 5.70218 -0.10426 -0.70611  -0.4792
18 C 4.43982 0.46121 -0.68669  -0.4845
19 C -1.48860 -2.29240 -0.11665  -0.9404
20 C 6.03423 -1.01082 0.29115  -0.2545
21 C -3.85532 -2.07986 0.19222  -0.6631
22 C -2.75408 -2.86902 -0.13023  0.9186
23 C 0.32160 2.79698 -0.29998  0.7782
24 C -3.69629 -0.74468 0.51296  -0.5304
25 C 3.99081 -0.83916 1.26188  -0.2991
26 H 3.33775 -1.19036 2.05121  0.4810
27 H -4.53310 -0.11849 0.77904  0.5126
28 H -3.86469 -4.48600 -0.98703  0.3856
29 H -1.24193 4.09000 0.30852  0.3506
30 H 0.73167 1.26545 1.71097  0.1657
31 H -1.09266 3.91164 -1.45169  0.3914
32 H 7.01238 -1.47175 0.32992  0.3738
33 H -2.95990 -4.90204 0.46416  0.2988
34 H -4.84256 -2.51767 0.19337  0.4130
35 H 4.12373 1.17785 -1.42784  0.4640
36 H -3.36414 1.13714 -1.54608  0.3475
37 H -0.34012 -0.51512 0.21834  0.3027
38 H -2.10585 -4.68531 -1.06181  0.3743
39 H 2.22881 0.81146 2.42285  0.2569
40 H -1.65273 1.05937 -2.03695  0.3096
41 H -0.62439 -2.89286 -0.35883  0.4059
42 H -2.66056 2.45614 -2.49135  0.3514
43 H 6.41599 0.15553 -1.47212  0.3836


Record 2
Here is a structure of composition C4H6N2O from OMol25. Energies are from the ωB97M-V functional and the def2-TZVPD basis.

Computed properties:
E_HOMO	-8.67	eV
frontier orbital gap	0.3448	Eh
relative energy (zero: lowest compared OMol25 entry of this formula, charge and spin)	90.2	kcal/mol
energy	-340.6512	hartree

Each line ends with the Mulliken charge.
Cartesian coordinates (Å):
1 O -0.21424 -1.81272 -0.07662  -0.3825
2 N 0.03726 1.44118 -0.23233  -0.1963
3 N 0.81733 -1.02772 -2.09516  -0.6222
4 C -0.36789 2.40579 0.56175  -0.3162
5 C 0.58418 0.14035 0.14303  0.2297
6 C 0.46493 -0.94933 -0.89549  0.2189
7 C -0.28118 -0.81360 0.98132  -0.4264
8 H 0.54212 -1.91539 -2.51587  0.2875
9 H -1.31018 -0.48565 1.14726  0.3080
10 H -0.22067 2.00970 1.59575  0.1510
11 H 1.60352 0.25262 0.52246  0.2624
12 H 0.00998 1.59591 -1.23788  0.2279
13 H 0.16742 -1.18694 1.90363  0.2583


Q: Look up the frontier orbital gap of the first one.
A: 0.3592 Eh


Q: The highest E_HOMO belongs to which entry?
A: C4H6N2O